Record 1
{
  "formula": "C26H51BrClN3O11P",
  "method": "ωB97M-V with the def2-TZVPD basis set",
  "homo_ev": -11.78,
  "total_energy_ha": -5388.4106,
  "e_lumo_ev": -4.20,
  "fmax_ev_per_a": 4.82,
  "gap_ev": 7.59,
  "total_charge": 1,
  "symbols": ["N", "P", "N", "C", "C", "C", "C", "O", "C", "N", "Br", "C", "Cl", "H", "H", "H", "H", "H", "H", "H", "H", "H", "H", "H", "O", "C", "O", "C", "C", "C", "H", "H", "H", "H", "H", "H", "H", "H", "O", "C", "O", "C", "C", "C", "H", "H", "H", "H", "H", "H", "H", "H", "O", "C", "O", "C", "C", "C", "H", "H", "H", "H", "H", "H", "H", "H", "O", "C", "O", "C", "C", "C", "H", "H", "H", "H", "H", "H", "H", "H", "O", "C", "O", "C", "C", "C", "H", "H", "H", "H", "H", "H", "H", "H"],
  "positions_angstrom": [[-0.0343, 6.1641, 1.2606], [0.7865, 5.0018, 0.5661], [1.3460, 3.8056, 1.7696], [2.6705, 3.4755, 2.1689], [3.9368, 4.1686, 1.5885], [4.0175, 5.7189, 1.9185], [3.4469, 6.1327, 3.3196], [4.3365, 5.6701, 4.3523], [2.7374, 2.4674, 3.1938], [1.3533, 2.2055, 3.3990], [0.7091, 0.9940, 4.6604], [0.5734, 2.9557, 2.5685], [-1.1900, 2.9046, 2.4921], [-0.1020, 5.9948, 2.2730], [1.9467, 5.5932, -0.0091], [-0.0020, 4.3320, -0.4254], [3.8534, 4.0868, 0.4613], [4.8841, 3.6314, 1.8553], [5.1159, 5.9907, 1.9212], [3.5653, 6.3569, 1.1029], [3.3847, 7.2644, 3.3207], [2.3969, 5.7762, 3.5214], [3.7802, 5.3743, 5.0961], [3.6451, 2.0614, 3.6837], [4.9235, -2.4074, 3.6552], [4.0019, -2.7837, 4.3358], [3.4432, -3.9800, 4.1106], [2.4783, -4.5914, 4.9834], [1.0804, -4.1073, 4.6637], [3.3971, -1.8881, 5.3833], [2.7464, -4.4423, 6.0320], [2.5406, -5.6648, 4.8000], [0.9843, -3.0304, 4.8246], [0.3431, -4.6169, 5.2875], [0.8422, -4.2940, 3.6117], [2.6653, -1.2313, 4.9085], [4.1909, -1.2822, 5.8213], [2.9314, -2.4244, 6.2068], [0.0945, 2.4394, -1.8668], [-0.9006, 2.6370, -2.5291], [-1.9365, 3.2896, -1.9838], [-3.0851, 3.7472, -2.7208], [-4.1239, 2.6520, -2.8476], [-1.0327, 2.0861, -3.9225], [-2.7905, 4.1612, -3.6868], [-3.5030, 4.5743, -2.1455], [-3.7410, 1.7975, -3.4082], [-5.0148, 3.0256, -3.3545], [-4.4094, 2.2823, -1.8612], [-1.3872, 1.0550, -3.8699], [-0.0500, 2.1024, -4.3944], [-1.6892, 2.6685, -4.5644], [-0.1513, -4.4138, 2.1128], [0.2878, -3.9680, 1.0801], [0.7139, -2.6951, 1.0273], [1.4174, -2.1316, -0.0865], [0.4427, -1.6338, -1.1305], [0.2788, -4.7887, -0.1803], [2.1467, -2.8354, -0.4912], [1.9896, -1.2894, 0.3069], [-0.1572, -2.4488, -1.5391], [0.9721, -1.1499, -1.9533], [-0.2530, -0.9165, -0.6895], [-0.6966, -4.6974, -0.6605], [0.4491, -5.8313, 0.0876], [1.0617, -4.5217, -0.8860], [-1.3564, -3.4612, -4.2121], [-0.9277, -3.0105, -5.2421], [-0.5076, -1.7323, -5.2764], [0.1860, -1.1305, -6.3749], [-0.7906, -0.6053, -7.4075], [-0.9391, -3.8165, -6.5123], [0.9208, -1.8140, -6.8045], [0.7500, -0.2951, -5.9562], [-1.3847, -1.4095, -7.8440], [-0.2602, -0.0925, -8.2120], [-1.4917, 0.0933, -6.9464], [-1.9176, -3.7244, -6.9855], [-0.7625, -4.8613, -6.2580], [-0.1614, -3.5366, -7.2193], [-6.3449, -0.9590, -0.6844], [-5.5522, -1.5231, 0.0233], [-5.0312, -0.8815, 1.0885], [-4.2321, -1.5109, 2.0975], [-2.7762, -1.5562, 1.6841], [-5.0581, -2.9052, -0.3120], [-4.6263, -2.4956, 2.3551], [-4.3336, -0.8948, 2.9926], [-2.6325, -2.1542, 0.7826], [-2.1613, -1.9807, 2.4805], [-2.4151, -0.5499, 1.4584], [-4.2331, -2.8281, -1.0219], [-5.8750, -3.4596, -0.7732], [-4.7444, -3.4841, 0.5541]],
  "lowdin_charge": [-0.28, 0.81, -0.10, -0.21, -0.12, -0.17, -0.26, -0.07, 0.00, -0.49, 0.90, -0.68, 0.74, -0.03, 0.02, 0.02, 0.12, 0.13, 0.13, 0.10, 0.13, 0.11, 0.09, 0.16, 0.10, -0.53, 0.01, -0.22, -0.06, 0.00, 0.11, 0.13, 0.06, 0.09, 0.04, 0.03, 0.09, 0.07, 0.05, -0.53, -0.02, -0.22, -0.05, 0.02, 0.12, 0.13, 0.07, 0.09, 0.09, 0.10, 0.09, 0.08, 0.07, -0.51, -0.01, -0.22, -0.06, 0.03, 0.12, 0.12, 0.07, 0.08, 0.08, 0.10, 0.10, 0.08, 0.10, -0.53, -0.02, -0.23, -0.06, 0.02, 0.12, 0.12, 0.07, 0.09, 0.08, 0.10, 0.10, 0.07, 0.10, -0.53, -0.01, -0.23, -0.06, 0.01, 0.12, 0.12, 0.07, 0.08, 0.07, 0.10, 0.10, 0.07]
}



Record 2
{
  "formula": "C26H51Cl18NO4",
  "method": "ωB97M-V with the def2-TZVPD basis set",
  "homo_ev": -9.46,
  "total_energy_ha": -9660.2749,
  "e_lumo_ev": 0.42,
  "fmax_ev_per_a": 8.77,
  "smiles": "CC(=O)OCCCCCNC(=O)O.ClCCCl.ClCCCl.ClCCCl.ClCCCl.ClCCCl.ClCCCl.ClCCCl.ClCCCl.ClCCCl",
  "gap_ev": 9.88,
  "symbols": ["C", "C", "O", "O", "C", "C", "C", "C", "C", "N", "C", "O", "O", "H", "H", "H", "H", "H", "H", "H", "H", "H", "H", "H", "H", "H", "H", "H", "Cl", "C", "C", "Cl", "H", "H", "H", "H", "Cl", "C", "C", "Cl", "H", "H", "H", "H", "Cl", "C", "C", "Cl", "H", "H", "H", "H", "Cl", "C", "C", "Cl", "H", "H", "H", "H", "Cl", "C", "C", "Cl", "H", "H", "H", "H", "Cl", "C", "C", "Cl", "H", "H", "H", "H", "Cl", "C", "C", "Cl", "H", "H", "H", "H", "Cl", "C", "C", "Cl", "H", "H", "H", "H", "Cl", "C", "C", "Cl", "H", "H", "H", "H"],
  "positions_angstrom": [[4.9064, -2.1741, 2.8530], [5.8453, -0.8979, 2.3536], [6.5850, -0.9421, 1.2242], [5.8476, 0.3690, 3.1477], [4.8507, 1.2132, 2.4201], [3.6477, 1.7590, 3.4191], [2.2579, 2.0024, 2.5456], [1.1623, 0.7729, 2.7575], [1.4051, -0.5144, 1.7724], [0.7758, -1.8077, 2.2545], [-0.5195, -1.5267, 3.0446], [-0.4494, -1.8500, 4.3650], [-1.7269, -0.9154, 2.4556], [5.2452, -2.5250, 3.9206], [5.0008, -2.9983, 2.0272], [3.8174, -1.7526, 2.9481], [4.3369, 0.5845, 1.5453], [5.3878, 2.1756, 1.9856], [3.9852, 2.8242, 3.8060], [3.4991, 1.0815, 4.3640], [2.4889, 2.1208, 1.3857], [1.7126, 2.9748, 2.9725], [0.1081, 1.2471, 2.4817], [1.1625, 0.5337, 3.9028], [2.5560, -0.6767, 1.5327], [0.9049, -0.2835, 0.7134], [1.4693, -2.2609, 2.9108], [-1.5272, -0.5155, 1.5533], [6.3029, -3.2576, 6.1304], [6.3168, -5.0368, 6.2199], [6.1779, -5.6820, 4.8502], [4.5592, -5.4318, 4.1497], [5.5148, -5.3491, 6.8958], [7.2720, -5.3231, 6.6703], [6.3238, -6.7628, 4.9321], [6.9172, -5.2917, 4.1439], [5.8453, 1.5341, -1.6218], [6.4014, -0.0988, -2.0670], [7.2790, -0.0881, -3.3085], [6.3605, 0.3245, -4.7780], [5.5197, -0.7327, -2.2019], [6.9691, -0.4828, -1.2140], [7.7055, -1.0821, -3.4705], [8.1041, 0.6244, -3.2128], [-2.4313, 0.3845, -0.6661], [-3.1258, -1.1022, -1.3598], [-2.1067, -2.2273, -1.4440], [-0.8399, -1.8985, -2.6525], [-3.5384, -0.8574, -2.3434], [-3.9533, -1.3984, -0.7081], [-2.6011, -3.1544, -1.7479], [-1.6189, -2.4024, -0.4801], [9.6711, 3.6478, -0.9944], [11.2788, 3.0008, -1.4075], [11.2401, 2.1084, -2.6379], [10.3736, 0.5817, -2.3345], [11.6645, 2.4665, -0.5339], [11.9278, 3.8619, -1.5934], [12.2581, 1.8410, -2.9351], [10.7593, 2.6090, -3.4840], [-5.2673, 1.6664, 0.9561], [-5.7513, 2.9120, -0.2220], [-6.3131, 2.3075, -1.4990], [-5.0643, 1.4665, -2.4511], [-4.8816, 3.5446, -0.4240], [-6.5140, 3.5276, 0.2644], [-6.7188, 3.0978, -2.1370], [-7.1164, 1.5948, -1.2882], [-9.3303, 2.7563, 1.4460], [-9.8144, 4.0019, 0.2679], [-10.3761, 3.3975, -1.0090], [-9.1273, 2.5564, -1.9612], [-8.9446, 4.6346, 0.0660], [-10.5770, 4.6176, 0.7544], [-10.7818, 4.1877, -1.6470], [-11.1794, 2.6847, -0.7983], [-7.0837, -1.2235, -0.6325], [-7.7783, -2.7102, -1.3262], [-6.7592, -3.8354, -1.4104], [-5.4923, -3.5065, -2.6188], [-8.1908, -2.4654, -2.3098], [-8.6058, -3.0064, -0.6745], [-7.2535, -4.7624, -1.7143], [-6.2713, -4.0104, -0.4465], [-4.6179, -6.4859, -5.3163], [-4.3997, -5.1380, -6.4606], [-5.6100, -4.2188, -6.5029], [-7.0281, -5.0072, -7.2384], [-4.1800, -5.5610, -7.4457], [-3.5202, -4.5792, -6.1267], [-5.3865, -3.3379, -7.1115], [-5.8925, -3.8778, -5.5021], [-2.2179, 4.7185, 1.7793], [-1.9997, 6.0663, 0.6350], [-3.2100, 6.9856, 0.5927], [-4.6281, 6.1971, -0.1428], [-1.7800, 5.6433, -0.3500], [-1.1202, 6.6252, 0.9689], [-2.9865, 7.8664, -0.0158], [-3.4925, 7.3265, 1.5935]],
  "lowdin_charge": [-0.02, -0.27, -0.04, -0.12, -0.18, -0.16, -0.20, -0.19, -0.21, 0.00, -0.31, -0.06, 0.01, 0.01, 0.10, 0.07, 0.12, 0.15, 0.11, 0.12, 0.12, 0.12, 0.12, 0.12, 0.11, 0.13, 0.11, 0.04, 0.57, -0.65, -0.65, 0.56, 0.07, 0.07, 0.07, 0.07, 0.53, -0.66, -0.70, 0.53, 0.07, 0.05, 0.07, -0.02, 0.55, -0.69, -0.66, 0.54, 0.03, 0.05, 0.05, 0.06, 0.54, -0.67, -0.64, 0.60, 0.07, 0.07, 0.07, 0.07, 0.53, -0.67, -0.75, 0.57, 0.01, 0.04, 0.03, -0.04, 0.56, -0.65, -0.62, 0.66, 0.07, 0.07, 0.07, 0.07, 0.57, -0.65, -0.63, 0.59, 0.07, 0.07, 0.08, 0.07, 0.52, -0.66, -0.67, 0.53, 0.07, 0.07, 0.07, 0.02, 0.54, -0.66, -0.65, 0.57, 0.07, 0.07, 0.07, 0.07]
}



Record 3
{
  "formula": "C26H51O12P3",
  "method": "ωB97M-V with the def2-TZVPD basis set",
  "relative_energy_kcal_mol": 288.9,
  "homo_ev": -8.59,
  "total_energy_ha": -2947.6574,
  "e_lumo_ev": -2.38,
  "fmax_ev_per_a": 9.77,
  "smiles": "CCCCOC1=C(OCC)C(=O)C(P(C)C)=CC1=O.CCOP(=O)(OCC)OCC.CCOP(=O)(OCC)OCC",
  "gap_ev": 6.20,
  "symbols": ["C", "C", "C", "C", "O", "C", "C", "O", "C", "C", "C", "O", "C", "P", "C", "C", "C", "C", "O", "H", "H", "H", "H", "H", "H", "H", "H", "H", "H", "H", "H", "H", "H", "H", "H", "H", "H", "H", "H", "H", "C", "C", "O", "P", "O", "O", "C", "C", "O", "C", "C", "H", "H", "H", "H", "H", "H", "H", "H", "H", "H", "H", "H", "H", "H", "H", "C", "C", "O", "P", "O", "O", "C", "C", "O", "C", "C", "H", "H", "H", "H", "H", "H", "H", "H", "H", "H", "H", "H", "H", "H", "H"],
  "positions_angstrom": [[-1.8552, 0.4964, 1.7951], [-1.9948, -0.9428, 0.9728], [-0.9300, -2.0655, 1.5934], [-1.7923, -3.1662, 2.4494], [-1.1347, -3.5729, 3.7356], [-2.3171, -3.8237, 4.6250], [-2.5354, -3.0603, 5.9189], [-1.5959, -2.0085, 6.4010], [-2.1233, -0.7722, 5.7409], [-2.9159, 0.2338, 6.7658], [-3.9431, -3.4621, 6.7282], [-4.0320, -3.5951, 8.0565], [-5.2526, -3.7203, 5.7203], [-7.0235, -3.0881, 6.0521], [-7.6109, -2.4160, 4.3204], [-6.9333, -1.4877, 7.1576], [-5.0368, -4.4793, 4.4235], [-3.4555, -4.9603, 4.1673], [-3.1029, -6.1456, 3.6629], [-0.7830, 0.5567, 2.2743], [-2.6289, 0.5414, 2.6971], [-2.0827, 1.4004, 1.0826], [-3.1140, -1.2783, 1.0393], [-1.7719, -0.7875, -0.1897], [-0.4256, -2.6624, 0.6929], [-0.0635, -1.5436, 2.1838], [-2.0276, -4.1630, 1.8396], [-2.8461, -2.6706, 2.6948], [-1.2106, -0.2011, 5.2533], [-2.8200, -1.0831, 4.8241], [-2.3221, 0.2931, 7.7936], [-4.0174, -0.0834, 7.0177], [-2.9436, 1.3190, 6.3087], [-6.8251, -1.6928, 3.8326], [-7.7263, -3.3597, 3.6211], [-8.6198, -1.8409, 4.4655], [-7.0700, -0.5153, 6.4915], [-5.8703, -1.3698, 7.6729], [-7.7190, -1.5047, 8.0319], [-5.8827, -4.6823, 3.6398], [4.2194, 0.1781, -3.0599], [3.6485, -1.1007, -2.4786], [4.1210, -1.3356, -1.1634], [3.6405, -0.3021, 0.0327], [2.2110, -0.8928, 0.1025], [4.1507, -1.1733, 1.3580], [3.2830, -1.2636, 2.4807], [2.6339, -2.6422, 2.5163], [5.2378, 0.3579, -0.0453], [6.4253, -0.3361, 0.3270], [6.8930, -1.3736, -0.6786], [3.8675, 1.0521, -2.5027], [3.9226, 0.2935, -4.1065], [5.3120, 0.1818, -3.0051], [2.5543, -1.0784, -2.4863], [3.9652, -1.9501, -3.0914], [2.5265, -0.4720, 2.4649], [3.8819, -1.1184, 3.3866], [2.2342, -2.9336, 1.5416], [1.8233, -2.6719, 3.2508], [3.3743, -3.4019, 2.7884], [6.3542, -0.7633, 1.3307], [7.2037, 0.4320, 0.3920], [6.2663, -2.2694, -0.6486], [7.9162, -1.6903, -0.4544], [6.8675, -0.9792, -1.6984], [0.7759, 2.9180, -9.5002], [1.9758, 3.5414, -8.8141], [1.6435, 4.0455, -7.5320], [1.2371, 2.9636, -6.3513], [2.6990, 2.5003, -6.1373], [1.2825, 3.9799, -5.0320], [1.8976, 3.5101, -3.8394], [3.2718, 4.1512, -3.6854], [-0.3962, 3.4812, -6.5905], [-0.8922, 4.7813, -6.2835], [-0.4913, 5.8611, -7.2732], [0.4330, 2.0308, -8.9584], [1.0257, 2.6225, -10.5234], [-0.0648, 3.6172, -9.5347], [2.7967, 2.8220, -8.7337], [2.3350, 4.3863, -9.4094], [1.9692, 2.4173, -3.8312], [1.2637, 3.7974, -2.9932], [3.8538, 4.1027, -4.6093], [3.8407, 3.6653, -2.8868], [3.1681, 5.2131, -3.4385], [-0.6578, 5.0791, -5.2581], [-1.9835, 4.6929, -6.3187], [0.5574, 6.1463, -7.1497], [-1.0896, 6.7641, -7.1183], [-0.6294, 5.5262, -8.3051]],
  "lowdin_charge": [-0.14, -0.24, -0.16, -0.18, -0.12, -0.05, -0.05, -0.11, -0.23, -0.09, -0.15, -0.02, -0.29, 0.87, -0.34, -0.33, 0.00, -0.17, -0.01, 0.07, 0.07, 0.07, 0.10, 0.11, 0.12, 0.10, 0.15, 0.12, 0.13, 0.12, 0.10, 0.06, 0.09, 0.05, 0.04, 0.05, 0.05, 0.03, 0.05, 0.11, -0.08, -0.29, -0.25, 0.78, -0.22, -0.26, -0.30, -0.08, -0.27, -0.29, -0.07, 0.06, 0.08, 0.07, 0.11, 0.12, 0.10, 0.12, 0.07, 0.07, 0.08, 0.11, 0.12, 0.07, 0.08, 0.07, -0.08, -0.30, -0.26, 0.78, -0.21, -0.26, -0.30, -0.07, -0.27, -0.29, -0.08, 0.07, 0.08, 0.07, 0.11, 0.12, 0.09, 0.12, 0.07, 0.07, 0.08, 0.11, 0.12, 0.07, 0.08, 0.07]
}